#a
Density functional theory data (ωB97M-V/def2-TZVPD) for a molecular structure, C5H13NO2.

Its spin multiplicity is 1. The HOMO-LUMO gap is 8.321 eV. As for the HOMO energy: -7.509 eV.

XYZ file:
```
21
C5H13NO2 ωB97M-V/def2-TZVPD
O -2.071 -0.855 1.608
O -2.650 0.284 -0.252
N 0.283 -0.692 -1.606
C 0.045 0.033 -0.448
C 2.392 -0.060 0.654
C -1.700 -0.615 0.279
C 0.593 -0.485 0.787
C 0.015 1.533 -0.622
H 0.636 1.851 -1.458
H 0.131 -0.217 -2.483
H -1.005 1.850 -0.841
H -1.813 -1.593 -0.212
H 2.862 -0.759 -0.036
H 2.601 0.970 0.371
H 1.007 -1.393 -1.573
H 0.323 2.069 0.273
H -3.326 -0.226 -0.722
H 2.771 -0.191 1.667
H 0.638 -1.565 0.866
H 0.308 0.071 1.671
H -2.042 -0.011 2.078
```


#b
Density functional theory data (ωB97M-V/def2-TZVPD) for 3 unconnected molecules or ions with the total composition C5H13NO2.

Its spin multiplicity is 1. The HOMO-LUMO gap is 4.157 eV. As for the HOMO energy: -7.799 eV.

XYZ file:
```
21
C5H13NO2 ωB97M-V/def2-TZVPD
O -2.178 -1.423 0.978
O -2.696 -0.236 -1.221
N -0.340 0.521 -2.494
C -0.858 -1.159 1.374
C 1.471 -0.303 0.698
C 0.114 -0.759 0.277
C 2.726 1.809 1.320
C 1.671 1.055 0.726
H 0.827 1.690 0.364
H -0.089 -0.231 -3.085
H -0.297 0.016 -0.354
H 2.462 2.769 1.557
H -3.088 -1.078 -1.504
H 3.725 1.444 1.597
H -2.350 -0.714 0.099
H -1.215 0.180 -2.001
H -0.726 1.293 -3.036
H -0.840 -0.278 2.038
H 2.136 -0.833 1.243
H 0.138 -1.686 -0.370
H -0.593 -2.076 1.795
```


Bottom line: #a, by a margin of 311.9 kJ/mol.


#a
Density functional theory data (ωB97M-V/def2-TZVPD) for 2 unconnected molecules or ions with the total composition C5H13NO2.

Its spin multiplicity is 1. The SMILES is CC(C)CC(N)=O.O. The HOMO-LUMO gap is 10.665 eV. As for the HOMO energy: -9.851 eV.

XYZ file:
```
21
C5H13NO2 ωB97M-V/def2-TZVPD
O -2.121 -2.177 -2.245
O -0.409 -2.510 0.523
N 1.069 -1.526 1.846
C 0.372 1.148 0.330
C -0.426 -0.144 0.321
C 0.088 -1.466 0.905
C -0.484 2.292 -0.335
C 1.703 0.983 -0.402
H -2.978 -2.327 -2.649
H 1.569 -0.807 2.339
H 0.089 3.207 -0.334
H 2.432 1.812 -0.294
H 1.511 0.752 -1.478
H -1.323 0.082 1.035
H 0.565 1.404 1.406
H -2.090 -2.380 -1.304
H 1.242 -2.415 2.284
H -0.935 -0.458 -0.625
H -1.308 2.544 0.289
H -0.780 1.951 -1.348
H 2.214 0.036 -0.266
```


#b
Density functional theory data (ωB97M-V/def2-TZVPD) for a molecular structure, C5H13NO2.

Its spin multiplicity is 1. The HOMO-LUMO gap is 8.353 eV. As for the HOMO energy: -8.655 eV.

XYZ file:
```
21
C5H13NO2 ωB97M-V/def2-TZVPD
O -0.398 1.451 1.417
O 0.450 1.360 -0.860
N -1.880 0.404 -1.462
C 0.529 -0.681 2.110
C -0.634 0.183 1.661
C 1.746 0.916 -1.107
C -1.051 -0.478 -0.921
C -0.482 -1.619 -1.259
H 0.046 -2.232 -0.547
H -2.823 0.490 -1.109
H -0.485 -1.921 -2.298
H 1.791 -0.186 -1.181
H 2.110 1.315 -2.061
H -1.441 1.251 -1.809
H -0.963 -0.349 0.472
H 1.388 -0.531 1.456
H 0.256 -1.737 2.106
H 2.456 1.221 -0.321
H -1.545 0.006 2.252
H 0.807 -0.398 3.126
H 0.121 1.534 0.333
```


Bottom line: #a, by a margin of 445.8 kJ/mol.


#a
Density functional theory data (ωB97M-V/def2-TZVPD) for 2 unconnected molecules or ions with the total composition ClH4N2P.

Its spin multiplicity is 1. The HOMO-LUMO gap (spin up / spin down) is 8.450 / 8.455 eV. As for the HOMO energy (spin up / spin down): -8.934 / -8.939 eV.

XYZ file:
```
8
ClH4N2P ωB97M-V/def2-TZVPD
Cl -0.051 0.287 2.455
P 0.507 -0.744 0.839
N 0.432 1.283 -0.617
N -0.956 -1.234 0.068
H 1.073 0.810 -1.406
H 0.946 2.043 -0.148
H -0.922 -2.028 -0.591
H -1.029 -0.417 -0.600
```


#b
Density functional theory data (ωB97M-V/def2-TZVPD) for a single ClH4N2P molecule.

Its spin multiplicity is 1. The SMILES is NP(N)Cl. The HOMO-LUMO gap is 10.288 eV. As for the HOMO energy: -9.252 eV.

XYZ file:
```
8
ClH4N2P ωB97M-V/def2-TZVPD
Cl 1.607 0.819 -1.344
P 0.955 0.046 0.346
N 0.170 -1.199 -0.522
N -0.351 1.044 0.784
H -0.642 1.175 1.777
H -0.217 -1.826 0.138
H -1.063 0.838 0.063
H -0.458 -0.898 -1.243
```


Bottom line: #b, by a margin of 230.8 kJ/mol.